(1)
{
  "formula": "C34H36Cl56N4O4P",
  "method": "wB97M-V/def2-TZVPD",
  "lumo_ha": -0.1202,
  "relative_energy_kcal_mol": 0.0,
  "charge": 1,
  "elements": ["Cl", "Cl", "Cl", "Cl", "Cl", "Cl", "Cl", "Cl", "Cl", "Cl", "Cl", "Cl", "Cl", "Cl", "Cl", "Cl", "Cl", "Cl", "Cl", "Cl", "Cl", "Cl", "Cl", "Cl", "Cl", "Cl", "Cl", "Cl", "Cl", "Cl", "Cl", "Cl", "Cl", "Cl", "Cl", "Cl", "Cl", "Cl", "Cl", "Cl", "Cl", "Cl", "Cl", "Cl", "Cl", "Cl", "Cl", "Cl", "Cl", "Cl", "Cl", "Cl", "Cl", "Cl", "Cl", "Cl", "P", "O", "O", "O", "O", "N", "N", "N", "N", "C", "C", "C", "C", "C", "C", "C", "C", "C", "C", "C", "C", "C", "C", "C", "C", "C", "C", "C", "C", "C", "C", "C", "C", "C", "C", "C", "C", "C", "C", "C", "C", "C", "C", "H", "H", "H", "H", "H", "H", "H", "H", "H", "H", "H", "H", "H", "H", "H", "H", "H", "H", "H", "H", "H", "H", "H", "H", "H", "H", "H", "H", "H", "H", "H", "H", "H", "H", "H", "H"],
  "xyz": [[-11.17, -2.43, -4.26], [2.80, 7.93, -4.24], [2.05, -10.15, 0.08], [-10.65, -4.49, -6.21], [5.09, 0.22, -7.73], [0.49, -6.38, 3.56], [-10.94, 1.93, -1.78], [-8.48, -1.59, 6.42], [-5.80, -1.37, -3.78], [-5.37, -1.80, 2.24], [-6.82, -4.79, 7.16], [-5.60, 0.95, 1.39], [-10.16, 0.31, 5.04], [-5.15, -2.59, 7.97], [-9.42, -4.64, -3.60], [3.39, -1.74, -6.45], [-4.02, -5.24, 7.70], [-0.20, 4.81, 5.48], [4.31, -2.69, 2.49], [-2.43, 4.64, 7.31], [-1.48, -4.54, 4.57], [8.20, -2.20, 0.14], [-9.17, 4.05, -0.94], [-0.71, 6.95, 7.36], [0.27, 4.41, 8.30], [-0.70, -10.70, 0.76], [5.49, -2.45, 5.11], [-3.57, -1.13, -5.57], [-8.56, -2.63, -5.49], [-5.09, -3.58, -5.49], [10.31, -2.86, -1.72], [-6.30, -1.20, -0.42], [-7.29, 0.50, 4.84], [4.91, -6.23, -0.28], [5.55, -2.60, -8.15], [2.13, 9.70, -2.06], [-8.61, 1.15, 7.33], [1.06, -9.55, 2.73], [-7.96, -0.62, 1.89], [-6.26, -1.19, -6.64], [3.00, -4.08, -0.12], [2.49, -6.34, -1.85], [-8.24, 1.32, -0.96], [0.72, -3.56, 3.00], [1.42, -12.28, 1.91], [7.78, -1.89, -2.70], [7.13, -3.02, 2.80], [1.18, -4.55, 5.67], [2.37, -6.66, 1.01], [4.83, 9.60, -3.06], [9.56, -0.10, -1.31], [-10.19, 2.17, 0.99], [6.13, -1.41, -5.59], [-5.83, -4.65, 9.86], [5.33, -5.03, 3.82], [3.76, 7.37, -1.58], [0.84, 3.53, -1.22], [5.07, 3.37, 0.92], [-1.29, -0.31, 2.18], [4.24, 5.17, 0.12], [-0.96, 0.33, -2.08], [-0.35, 1.16, 0.58], [3.17, 1.94, 0.49], [4.10, 4.44, 1.01], [0.61, 3.59, 1.93], [-3.19, -0.08, -1.35], [5.04, -1.39, -6.99], [-9.64, 2.37, -0.67], [1.43, 4.30, -2.79], [-0.09, 0.93, -2.99], [-0.81, 0.42, 1.43], [4.79, 1.16, -2.38], [1.31, 0.98, -2.41], [-2.33, 0.45, -2.48], [1.10, 0.97, 0.23], [8.97, -1.76, -1.40], [-0.98, 3.65, -1.08], [1.50, 2.53, 2.36], [1.46, 1.75, -1.09], [-0.69, 3.60, 2.58], [-5.46, -4.32, 8.18], [5.57, -3.30, 3.57], [0.23, -4.76, 4.20], [0.96, -10.67, 1.36], [-5.19, -1.82, -5.37], [2.01, 1.53, 1.31], [3.38, 8.66, -2.73], [2.13, -1.31, 0.55], [-6.32, -0.66, 1.27], [4.44, 2.13, 1.19], [1.20, -0.53, 0.02], [4.00, 2.39, -1.75], [4.68, -0.15, -1.60], [-9.95, -3.55, -4.89], [4.40, 0.88, -3.84], [2.93, 2.04, -0.78], [-0.77, 5.21, 7.12], [3.19, -5.84, -0.31], [-8.64, 0.09, 5.91], [2.11, 5.12, -2.57], [-2.48, -0.07, -3.43], [1.04, 4.50, 2.03], [0.45, -0.94, -0.65], [3.71, 0.05, -3.91], [1.95, -2.38, 0.63], [5.47, -0.82, -1.95], [-1.17, 4.20, -0.16], [-3.16, -1.16, -1.31], [-2.58, 1.51, -2.63], [1.06, 1.99, 3.20], [1.74, -0.02, -2.39], [-0.02, 0.31, -3.89], [0.56, 4.75, -3.27], [-4.19, 0.30, -1.49], [3.74, -0.67, -1.78], [5.15, 1.36, 0.93], [5.27, 0.59, -4.42], [-1.48, 2.69, -0.99], [-0.41, 1.92, -3.33], [4.84, -0.04, -0.53], [-1.40, 2.91, 2.13], [2.40, 3.00, 2.76], [1.87, 3.63, -3.52], [1.89, 1.53, -3.15], [5.85, 1.43, -2.39], [3.06, -0.91, 0.94], [-1.39, 4.25, -1.89], [3.92, 1.73, -4.33], [-2.81, 0.37, -0.43], [-1.12, 4.60, 2.49], [2.43, 0.73, 1.94], [3.61, 2.96, -2.58], [4.76, 3.00, -1.27], [4.27, 2.07, 2.27], [-0.63, 3.37, 3.66]],
  "mulliken_charge": [-0.091, -0.108, -0.084, -0.098, -0.102, -0.021, -0.092, -0.033, 0.078, -0.051, -0.099, -0.059, -0.099, -0.080, -0.107, -0.098, -0.076, -0.059, 0.061, -0.093, -0.082, -0.013, -0.105, -0.094, -0.097, -0.098, -0.107, -0.169, 0.002, -0.052, -0.081, -0.027, -0.037, -0.090, -0.089, -0.096, -0.105, -0.067, 0.052, -0.099, 0.031, -0.124, 0.056, 0.083, -0.091, -0.072, -0.092, -0.103, 0.086, -0.092, -0.105, -0.077, -0.048, -0.091, -0.077, 0.006, 0.446, -0.345, -0.588, -0.215, -0.119, -0.515, 1.338, 0.230, 0.247, -0.371, 0.316, 0.245, -1.007, -1.507, 0.451, 0.924, -1.042, 0.142, 2.767, 0.214, -0.861, -2.281, 2.053, -1.295, 0.342, 0.226, 0.087, 0.337, 0.180, -0.368, 0.335, -0.485, 0.033, -0.447, -1.602, -1.598, -0.722, 0.284, -1.608, -1.397, 0.325, 0.063, 0.273, -0.072, -0.457, 0.378, 0.624, 0.381, 0.454, 0.099, 0.277, 0.350, 0.359, 0.465, 0.579, 0.541, 0.523, 0.329, -0.075, 0.292, 0.326, 0.001, 0.427, 0.024, 0.066, 0.769, 0.397, 0.060, 0.736, -0.493, 0.440, 0.320, -0.163, 0.511, 0.657, 0.038, 0.819, 0.605, 0.406]
}

(2)
{
  "formula": "C7H14Si",
  "method": "wB97M-V/def2-TZVPD",
  "lumo_ha": [-0.0108, 0.0093],
  "relative_energy_kcal_mol": 118.4,
  "elements": ["Si", "C", "C", "C", "C", "C", "C", "C", "H", "H", "H", "H", "H", "H", "H", "H", "H", "H", "H", "H", "H", "H"],
  "xyz": [[-0.79, -0.84, -0.43], [1.25, 2.73, 1.01], [-1.57, 0.30, -1.68], [0.39, -1.73, -1.58], [0.30, 0.29, 0.54], [2.19, 1.86, 1.75], [1.14, 1.26, 0.81], [-1.86, -1.78, 0.71], [3.17, 1.85, 1.51], [-1.01, 0.89, -2.37], [1.64, 3.11, 0.16], [-2.23, -2.83, 0.23], [-2.05, 0.99, -1.01], [-2.33, -0.19, -2.28], [0.14, -1.51, -2.57], [-2.71, -1.22, 0.96], [0.34, -2.85, -1.36], [1.37, -1.38, -1.52], [-1.32, -1.98, 1.59], [1.50, -1.85, 1.19], [2.08, 1.60, 2.86], [0.35, 3.26, 1.46]],
  "mulliken_charge": [0.215, -0.477, -1.239, -1.131, -0.610, -0.550, 0.753, -0.939, 0.231, 0.373, 0.248, 0.263, 0.340, 0.365, 0.394, 0.361, 0.261, 0.396, 0.326, -0.004, 0.199, 0.226]
}

(3)
{
  "formula": "C6H20MnN8O6",
  "method": "wB97M-V/def2-TZVPD",
  "lumo_ha": [0.0099, 0.0097],
  "relative_energy_kcal_mol": 85.3,
  "spin_multiplicity": 6,
  "s2": 8.753,
  "elements": ["Mn", "O", "O", "O", "O", "O", "O", "N", "N", "N", "N", "N", "N", "N", "N", "C", "C", "C", "C", "C", "C", "H", "H", "H", "H", "H", "H", "H", "H", "H", "H", "H", "H", "H", "H", "H", "H", "H", "H", "H", "H"],
  "xyz": [[0.07, -0.58, -0.37], [-1.68, 0.60, -0.44], [-0.67, -0.87, -2.47], [0.00, -0.10, 1.73], [-0.71, -2.54, 0.14], [2.03, -1.51, -0.42], [1.02, 1.33, -0.35], [-3.72, 1.17, -0.29], [-2.35, 2.36, 0.79], [0.93, 0.07, -3.68], [2.82, 2.70, -0.32], [-1.05, 0.36, -4.29], [-1.11, -1.46, 3.09], [-0.10, 0.26, 3.93], [2.26, 1.58, 1.48], [0.38, -3.54, -0.03], [1.94, 1.90, 0.22], [1.88, -2.93, -0.10], [-0.40, -0.39, 2.83], [-0.30, -0.26, -3.43], [-2.49, 1.35, 0.06], [1.13, 0.83, -4.32], [-2.04, 0.22, -4.35], [-3.97, 0.79, -1.19], [0.43, 1.12, 3.93], [-1.43, 2.46, 1.18], [-1.55, -1.45, 4.00], [-0.17, -0.27, 4.78], [2.41, -3.10, 0.84], [2.74, 2.98, -1.28], [0.27, -4.03, -1.00], [-4.33, 1.78, 0.22], [1.67, -0.31, -3.12], [0.18, -4.29, 0.73], [3.43, 3.29, 0.24], [3.15, 1.82, 1.88], [-3.10, 3.02, 0.93], [1.73, 0.88, 1.97], [-1.25, -2.15, 2.37], [2.52, -3.56, -0.71], [-0.58, 0.49, -5.17]],
  "mulliken_spin": [4.740, 0.025, 0.023, 0.008, 0.056, 0.059, 0.029, 0.002, 0.004, 0.007, 0.004, 0.006, 0.002, 0.002, 0.004, 0.005, 0.010, -0.004, 0.008, -0.005, 0.010, 0.000, -0.001, 0.000, 0.000, 0.001, 0.000, 0.000, -0.002, -0.001, -0.003, 0.000, 0.004, 0.003, 0.000, 0.000, 0.000, 0.003, -0.001, 0.001, 0.000]
}

(4)
{
  "formula": "C4H5KNO4S",
  "method": "wB97M-V/def2-TZVPD",
  "lumo_ha": 0.0570,
  "relative_energy_kcal_mol": 0.0,
  "charge": -1,
  "elements": ["K", "S", "O", "O", "O", "O", "N", "C", "C", "C", "C", "H", "H", "H", "H", "H"],
  "xyz": [[-16.15, 24.94, 10.82], [-15.81, 27.90, 9.55], [-14.78, 28.93, 9.37], [-15.30, 26.58, 9.02], [-16.02, 27.67, 11.05], [-17.10, 28.24, 8.93], [-13.61, 26.91, 12.01], [-13.34, 27.20, 13.32], [-12.65, 26.09, 11.51], [-12.20, 26.53, 13.67], [-11.74, 25.85, 12.51], [-12.66, 25.81, 10.47], [-14.47, 27.29, 11.54], [-14.00, 27.87, 13.84], [-11.71, 26.51, 14.64], [-10.85, 25.23, 12.42]],
  "mulliken_charge": [0.932, 1.215, -0.714, -0.823, -0.920, -0.712, 0.162, -0.482, -0.447, -0.530, -0.558, 0.469, 0.282, 0.372, 0.378, 0.376]
}